Arrangement A

# C2H3NO3

A cluster of 2 separate species, C2H3NO3 in total (ωB97M-V/def2-TZVPD, OMol25).

Geometry as ORCA input:
```
! RIJCOSX wB97M-V def2-TZVPD def2/J DEFGRID3
* xyz 0 1
C -0.290 0.908 -1.994
C -0.170 -0.517 1.028
N 0.806 0.198 1.331
O -1.292 1.475 -1.957
O 0.733 0.409 -2.020
O -0.091 -1.448 0.195
H -1.243 -0.277 1.304
H 0.710 0.897 1.984
H 0.837 -1.645 0.130
*
```

Properties
* structure (SMILES): [H]/N=C/O.O=C=O
* frontier orbital gap: 11.00 eV
* HOMO level: -10.324 eV

Arrangement B

# C2H3NO3

A cluster of 2 separate species, C2H3NO3 in total (ωB97M-V/def2-TZVPD, OMol25).

Geometry as ORCA input:
```
! RIJCOSX wB97M-V def2-TZVPD def2/J DEFGRID3
* xyz 0 1
C -0.188 1.073 0.568
C -0.978 1.505 1.521
N 0.234 -1.939 -1.056
O 1.331 -1.436 -1.751
O 0.465 0.789 -0.371
O -0.024 -3.115 -1.211
H -1.868 1.894 1.298
H -0.447 1.851 2.387
H 1.475 -0.621 -1.384
*
```

Properties
* structure (SMILES): C=C=O.O=NO
* frontier orbital gap: 10.14 eV
* HOMO level: -9.882 eV

Top of the stability list: arrangement A, leading by 427.4 kJ/mol.

Arrangement A

# C4H10N

A cluster of 2 separate species, C4H10N in total (ωB97M-V/def2-TZVPD, OMol25).

Geometry as ORCA input:
```
! RIJCOSX wB97M-V def2-TZVPD def2/J DEFGRID3
* xyz 1 1
C 0.277 1.411 0.409
C 1.156 2.294 1.298
C 0.329 -1.749 -0.937
C -1.721 -1.222 0.013
N -0.373 -0.867 -0.569
H 0.593 0.549 -0.037
H 0.564 2.615 2.096
H 2.097 2.012 1.575
H 1.347 3.080 0.585
H -0.761 1.777 0.283
H 0.117 -2.752 -0.881
H 1.231 -1.426 -1.324
H -2.751 -1.023 -0.578
H -1.955 -0.765 0.984
H -1.744 -2.336 0.085
*
```

Properties
* frontier orbital gap: 6.56 eV
* HOMO level: -13.972 eV

Arrangement B

# C4H10N

A cluster of 2 separate species, C4H10N in total (ωB97M-V/def2-TZVPD, OMol25).

Geometry as ORCA input:
```
! RIJCOSX wB97M-V def2-TZVPD def2/J DEFGRID3
* xyz 1 1
C 0.242 0.950 1.992
C -0.159 0.007 1.117
C 0.479 -1.565 -0.629
C -0.815 1.104 -1.622
N 0.671 -0.575 0.298
H -0.423 1.184 2.869
H 1.072 1.648 1.948
H -1.105 -0.480 1.405
H -0.682 -1.646 -0.556
H 0.891 -1.558 -1.623
H 0.768 -2.499 -0.133
H -0.897 2.148 -1.341
H 0.131 0.699 -2.023
H -1.679 0.518 -1.748
H 1.507 0.063 0.047
*
```

Properties
* frontier orbital gap (spin up / spin down): 10.72 / 5.71 eV
* HOMO level (spin up / spin down): -14.943 / -12.907 eV

Arrangement C

# C4H10N

A cluster of 2 separate species, C4H10N in total (ωB97M-V/def2-TZVPD, OMol25).

Geometry as ORCA input:
```
! RIJCOSX wB97M-V def2-TZVPD def2/J DEFGRID3
* xyz 1 1
C -1.021 -0.077 2.249
C 0.173 0.180 2.789
H -1.337 -1.088 2.003
H -1.862 0.609 2.358
H 0.867 -0.672 2.765
H 0.482 1.027 3.381
C 0.806 -0.604 -2.546
C -0.350 0.926 -1.042
N 0.630 0.130 -1.258
H -0.024 -1.315 -2.612
H 0.650 0.113 -3.345
H 1.729 -1.160 -2.495
H -1.125 1.034 -1.795
H -0.505 1.303 -0.026
H 0.887 -0.405 -0.424
*
```

Properties
* frontier orbital gap: 8.30 eV
* HOMO level: -13.967 eV

Arrangement D

# C4H10N

A cluster of 2 separate species, C4H10N in total (ωB97M-V/def2-TZVPD, OMol25).

Geometry as ORCA input:
```
! RIJCOSX wB97M-V def2-TZVPD def2/J DEFGRID3
* xyz 1 1
C -1.863 -0.741 0.316
C 1.744 -0.100 0.278
C -0.747 1.262 -0.209
C 0.397 -0.833 -0.103
N -0.785 -0.138 0.031
H -1.830 -1.894 0.486
H -2.774 -0.083 0.375
H 1.952 0.828 -0.364
H 1.492 0.062 1.411
H 2.513 -0.898 0.130
H -0.029 1.750 0.594
H -1.886 1.524 0.019
H -0.452 1.635 -1.245
H 0.480 -1.879 0.375
H 0.477 -0.966 -1.627
*
```

Properties
* frontier orbital gap: 10.02 eV
* HOMO level: -15.260 eV

Top of the stability list: arrangement C, leading by 105.2 kJ/mol.

Arrangement A

# C4H10N

The ion C4H10N with charge +1 (ωB97M-V/def2-TZVPD, OMol25).

Geometry as ORCA input:
```
! RIJCOSX wB97M-V def2-TZVPD def2/J DEFGRID3
* xyz 1 1
C -1.127 0.131 -0.664
C 0.071 0.298 0.248
C 2.610 0.064 0.378
C -2.422 -0.280 0.220
N 1.292 0.149 -0.270
H -1.448 1.005 -1.229
H -0.969 -0.605 -1.512
H 0.031 0.295 1.410
H 2.373 0.171 1.415
H 2.929 -1.013 0.112
H 3.351 0.874 0.058
H -2.020 -1.167 0.828
H -3.067 -0.662 -0.499
H -2.698 0.595 0.807
H 1.093 0.146 -1.303
*
```

Properties
* structure (SMILES): CC/C=[NH+]/C
* frontier orbital gap: 11.30 eV
* HOMO level: -16.297 eV

Arrangement B

# C4H10N

A cluster of 2 separate species, C4H10N in total (ωB97M-V/def2-TZVPD, OMol25).

Geometry as ORCA input:
```
! RIJCOSX wB97M-V def2-TZVPD def2/J DEFGRID3
* xyz 1 1
C 1.126 -0.804 2.181
C 1.826 0.324 2.033
H 0.130 -0.916 1.774
H 1.537 -1.468 2.932
H 1.694 1.009 1.195
H 2.509 0.684 2.791
C -1.843 0.681 -1.864
C -0.174 -0.679 -0.776
N -0.486 0.339 -1.481
H -1.903 1.073 -2.881
H -2.318 1.305 -1.119
H -2.419 -0.228 -2.071
H -0.749 -1.600 -0.779
H 0.807 -0.736 -0.314
H 0.263 1.016 -1.620
*
```

Properties
* frontier orbital gap: 7.92 eV
* HOMO level: -13.480 eV

Arrangement C

# C4H10N

The ion C4H10N with charge +1 (ωB97M-V/def2-TZVPD, OMol25).

Geometry as ORCA input:
```
! RIJCOSX wB97M-V def2-TZVPD def2/J DEFGRID3
* xyz 1 1
C -1.396 -0.178 1.739
C -0.058 -0.441 1.045
C 0.078 0.529 -0.120
C 1.363 0.372 -2.285
N 0.866 -0.132 -1.222
H -1.352 -0.618 2.729
H -1.797 0.842 1.785
H -2.205 -0.631 1.147
H 0.866 -0.466 1.644
H -0.153 -1.403 0.520
H -0.885 0.613 -0.627
H 0.505 1.495 0.165
H 1.010 1.360 -2.546
H 1.983 -0.251 -2.915
H 1.173 -1.090 -1.058
*
```

Properties
* structure (SMILES): C=[NH+]CCC
* frontier orbital gap: 10.53 eV
* HOMO level: -15.802 eV

Arrangement D

# C4H10N

A cluster of 2 separate species, C4H10N in total (ωB97M-V/def2-TZVPD, OMol25).

Geometry as ORCA input:
```
! RIJCOSX wB97M-V def2-TZVPD def2/J DEFGRID3
* xyz 1 1
C 1.685 -1.239 1.422
C 1.098 0.051 0.422
C -0.330 -0.072 0.388
C -2.188 1.231 -1.790
N -0.906 1.283 -1.957
H 1.153 -1.020 2.359
H 1.262 -2.112 0.938
H 2.776 -1.219 1.430
H 1.514 0.950 0.838
H 1.578 -0.097 -0.539
H -0.731 -1.031 0.051
H -0.834 0.349 1.266
H -2.704 1.704 -0.926
H -2.826 0.711 -2.540
H -0.549 0.512 -1.363
*
```

Properties
* frontier orbital gap: 6.11 eV
* HOMO level: -13.497 eV

Top of the stability list: arrangement C, leading by 28.6 kJ/mol.

Arrangement A

# C29H41BINO6P2S2Yb

A structure of composition C29H41BINO6P2S2Yb (ωB97M-V/def2-TZVPD, OMol25).

Geometry as ORCA input:
```
! RIJCOSX wB97M-V def2-TZVPD def2/J DEFGRID3
* xyz 2 1
C 3.713 -2.407 4.925
C 3.512 -0.829 4.525
C 2.220 -0.581 3.494
O 1.393 -1.814 3.322
C -0.034 -1.457 3.230
C -0.944 -0.799 4.439
P -0.089 -0.458 6.143
S 0.445 1.423 6.325
C -2.555 -0.423 4.240
C -3.368 -0.723 2.810
P -5.231 -0.281 2.566
C -5.555 1.058 3.943
C -5.855 0.388 5.424
C -5.457 0.746 0.925
C -4.205 1.794 0.657
C -2.468 -1.385 1.611
C -0.839 -1.723 1.794
N -0.022 -2.285 0.652
O -0.362 -3.582 0.404
C -0.200 -1.447 -0.631
C 1.110 -0.865 -1.427
C 2.587 -1.171 -0.782
C 2.998 -2.710 -1.280
O 2.073 -3.561 -1.756
I 5.108 -3.262 -1.171
C 0.935 0.028 -2.794
C 2.144 0.714 -3.657
C 3.343 -0.297 -4.121
C 4.574 0.686 -4.685
C 5.261 1.595 -3.496
O 5.080 1.299 -2.179
O 6.080 2.826 -3.740
C 5.746 3.819 -2.666
C 6.292 5.347 -3.051
C -0.609 0.289 -3.379
C -1.974 -0.273 -2.616
B -3.510 0.004 -3.221
O -4.208 1.303 -3.178
C -4.343 -1.263 -3.928
C -4.093 -1.395 -5.542
C -1.727 -1.115 -1.228
S -3.133 -1.808 -0.132
H 4.508 -2.576 5.790
H 4.139 -2.973 3.977
H 2.709 -2.911 5.318
H 4.510 -0.453 3.988
H 3.307 -0.116 5.458
H 1.568 0.341 3.882
H 2.657 -0.248 2.455
H -0.942 -0.853 7.269
H 1.079 -1.340 6.222
H -3.099 0.076 5.150
H -4.508 1.618 4.057
H -6.393 1.796 3.572
H -5.067 0.787 6.213
H -6.913 0.735 5.786
H -5.739 -0.769 5.297
H -6.425 1.422 1.052
H -5.564 -0.011 0.040
H -3.681 2.162 1.636
H -4.677 2.754 0.141
H -3.435 1.366 -0.148
H 0.370 -4.161 0.811
H 2.462 -1.267 0.400
H 3.420 -0.396 -1.072
H 1.683 1.192 -4.648
H 2.515 1.654 -3.023
H 3.826 -0.935 -3.268
H 3.047 -1.030 -5.004
H 5.403 0.095 -5.261
H 4.075 1.460 -5.443
H 4.577 3.911 -2.572
H 6.280 3.554 -1.643
H 6.424 5.909 -2.009
H 7.368 5.327 -3.541
H 5.505 5.970 -3.662
H -0.766 0.900 -4.368
H -5.148 1.107 -2.829
H -5.511 -1.082 -3.783
H -4.079 -2.305 -3.429
H -4.043 -0.350 -6.077
H -4.960 -2.003 -6.093
H -3.110 -2.044 -5.739
Yb -1.201 -1.719 -5.667
*
```

Properties
* frontier orbital gap: 2.95 eV
* HOMO level: -11.666 eV

Arrangement B

# C29H41BINO6P2S2Yb

A structure of composition C29H41BINO6P2S2Yb (ωB97M-V/def2-TZVPD, OMol25).

Geometry as ORCA input:
```
! RIJCOSX wB97M-V def2-TZVPD def2/J DEFGRID3
* xyz 2 1
C -5.824 0.246 1.868
C -5.142 1.195 0.818
C -3.739 0.636 0.294
O -3.492 -0.733 0.747
C -2.857 -1.464 -0.232
C -3.439 -1.834 -1.530
P -5.189 -1.285 -1.919
S -5.226 0.317 -3.034
C -2.694 -2.614 -2.525
C -1.321 -3.107 -2.275
P -0.363 -4.098 -3.549
C -1.243 -3.665 -5.177
C -2.548 -4.551 -5.416
C 1.351 -3.306 -3.792
C 1.319 -1.714 -3.714
C -0.752 -2.747 -0.982
C -1.482 -1.928 0.010
N -0.869 -1.538 1.272
O -0.740 -2.634 2.129
C 0.437 -0.929 1.061
C 0.722 0.384 1.636
C -0.420 1.090 2.420
C -0.399 0.480 3.890
O 0.166 -0.543 4.138
I -1.398 1.615 5.423
C 2.022 1.021 1.439
C 2.419 2.434 1.958
C 2.200 2.678 3.492
C 2.373 4.242 3.729
C 1.228 5.054 3.053
O 0.201 4.513 2.688
O 1.343 6.414 2.793
C 0.707 6.719 1.510
C 1.135 8.159 1.003
C 3.058 0.281 0.679
C 2.814 -1.082 0.063
B 3.942 -1.909 -0.781
O 4.352 -1.551 -2.062
C 4.653 -3.241 -0.125
C 5.967 -2.922 0.688
C 1.483 -1.629 0.262
S 0.936 -3.224 -0.439
H -6.880 0.549 2.109
H -5.252 0.314 2.832
H -5.889 -0.818 1.510
H -4.971 2.195 1.308
H -5.762 1.365 -0.108
H -3.692 0.720 -0.829
H -2.932 1.313 0.686
H -5.928 -2.351 -2.530
H -5.828 -1.059 -0.654
H -3.203 -2.815 -3.491
H -1.614 -2.608 -5.024
H -0.503 -3.710 -6.014
H -3.444 -3.884 -5.534
H -2.433 -5.118 -6.369
H -2.680 -5.199 -4.515
H 1.693 -3.563 -4.831
H 2.032 -3.727 -3.014
H 0.342 -1.274 -4.023
H 2.091 -1.337 -4.444
H 1.667 -1.338 -2.710
H -1.457 -2.552 2.788
H -1.404 0.747 1.988
H -0.345 2.206 2.449
H 3.516 2.603 1.743
H 1.886 3.178 1.298
H 1.181 2.437 3.872
H 2.953 2.157 4.148
H 2.454 4.517 4.808
H 3.330 4.557 3.217
H 1.065 5.992 0.737
H -0.408 6.748 1.599
H 0.306 8.495 0.316
H 1.164 8.908 1.836
H 2.066 8.140 0.386
H 4.072 0.735 0.533
H 4.347 -2.370 -2.602
H 4.955 -3.939 -0.958
H 3.954 -3.807 0.553
H 6.594 -2.126 0.200
H 6.643 -3.814 0.809
H 5.676 -2.645 1.766
Yb 4.946 -1.057 2.647
*
```

Properties
* frontier orbital gap: 2.93 eV
* HOMO level: -11.852 eV

Top of the stability list: arrangement B, leading by 2110.9 kJ/mol.

Arrangement A

# C2H4N4S

An isolated molecule of C2H4N4S (ωB97M-V/def2-TZVPD, OMol25).

Geometry as ORCA input:
```
! RIJCOSX wB97M-V def2-TZVPD def2/J DEFGRID3
* xyz 0 1
C 1.326 -1.411 -0.002
C -0.658 -0.745 0.004
H 0.234 2.061 -0.811
H 0.225 2.089 0.822
H 2.176 -2.067 0.002
H -2.415 0.702 -0.020
N -0.184 1.650 0.001
N 0.183 0.317 0.002
N 1.473 -0.095 -0.001
N 0.038 -1.857 0.004
S -2.399 -0.644 0.001
*
```

Properties
* structure (SMILES): Nn1ncnc1S
* frontier orbital gap: 9.76 eV
* HOMO level: -9.049 eV

Arrangement B

# C2H4N4S

An isolated molecule of C2H4N4S (ωB97M-V/def2-TZVPD, OMol25).

Geometry as ORCA input:
```
! RIJCOSX wB97M-V def2-TZVPD def2/J DEFGRID3
* xyz 0 1
C 1.064 -1.229 -0.409
C 0.236 -0.667 0.640
N 1.143 -0.489 -1.455
N 0.364 0.516 -1.507
N -0.164 0.579 0.341
N -1.362 1.059 0.604
S -0.162 -1.453 2.042
H 1.553 -2.179 -0.325
H 0.762 1.395 -1.825
H -1.405 2.037 0.847
H -2.029 0.432 1.047
*
```

Properties
* frontier orbital gap (spin up / spin down): 8.03 / 8.03 eV
* HOMO level (spin up / spin down): -8.108 / -8.108 eV

Top of the stability list: arrangement A, leading by 258.7 kJ/mol.

Arrangement A

# C3H11NO

A cluster of 2 separate species, C3H11NO in total (ωB97M-V/def2-TZVPD, OMol25).

Geometry as ORCA input:
```
! RIJCOSX wB97M-V def2-TZVPD def2/J DEFGRID3
* xyz 0 1
C -0.280 1.537 -0.582
N 1.931 -1.158 -1.355
H 0.591 1.908 -0.018
H -1.153 1.806 0.004
H -0.438 2.095 -1.542
H 1.116 -0.498 -1.651
H 2.798 -0.612 -1.478
H 1.923 -1.250 -0.404
C -0.970 -0.784 0.225
O -0.241 0.146 -0.706
C -0.661 -0.231 1.625
H -2.072 -0.753 -0.075
H -0.509 -1.774 0.095
H -1.308 -0.856 2.376
H 0.454 -0.382 1.912
H -1.180 0.807 1.576
*
```

Properties
* structure (SMILES): CCOC.N
* frontier orbital gap: 10.09 eV
* HOMO level: -9.179 eV

Arrangement B

# C3H11NO

A cluster of 2 separate species, C3H11NO in total (ωB97M-V/def2-TZVPD, OMol25).

Geometry as ORCA input:
```
! RIJCOSX wB97M-V def2-TZVPD def2/J DEFGRID3
* xyz 0 1
C -0.247 1.151 -0.438
C -0.446 -0.341 -0.748
C 0.481 -0.947 -1.770
N -1.371 1.504 0.416
H -0.281 1.813 -1.340
H 0.791 1.290 -0.016
H -1.510 -0.431 -0.974
H -0.318 -0.912 0.249
H 1.450 -1.139 -1.332
H 0.637 -0.298 -2.629
H 0.042 -1.886 -2.164
H -1.128 2.240 1.077
H -1.546 0.740 1.070
H 1.066 -0.328 3.384
H 0.980 -1.288 2.178
O 1.399 -1.167 3.037
*
```

Properties
* structure (SMILES): CCCN.O
* frontier orbital gap: 10.37 eV
* HOMO level: -9.696 eV

Top of the stability list: arrangement B, leading by 153.9 kJ/mol.